{"formula": "C5H12NO2", "method": "ωB97M-V/def2-TZVPD", "orbital_gap_ev": 9.6307, "e_tot_ev": -10956.6212, "relative_energy_kj_mol": 192.78, "total_charge": 1, "e_lumo_ev": -3.3828, "species": ["O", "C", "C", "C", "C", "C", "N", "H", "H", "H", "H", "H", "H", "H", "H", "H", "H", "H", "H", "O"], "positions_angstrom": [[0.983, 0.353, -2.043], [1.548, 1.185, -1.382], [0.941, 1.449, 0.029], [1.475, 0.332, 0.955], [0.621, -0.855, 0.714], [-0.398, -1.138, 1.480], [-1.373, -2.184, 0.904], [2.443, 1.758, -1.573], [1.185, 2.470, 0.406], [-0.168, 1.467, -0.032], [2.530, 0.215, 0.691], [1.445, 0.653, 1.997], [0.855, -1.418, -0.192], [-0.875, -0.869, 2.404], [-2.090, -1.733, 0.327], [-1.670, -2.824, 1.658], [-0.942, -2.832, 0.229], [-3.504, 1.078, -0.516], [-2.344, 1.078, -1.526], [-2.560, 0.920, -0.603]], "lowdin_charge": [0.06, -0.22, -0.14, -0.17, -0.08, -0.03, 0.18, 0.12, 0.13, 0.10, 0.13, 0.13, 0.14, 0.13, 0.16, 0.17, 0.17, 0.05, 0.05, -0.05]}